Entry 1:
Formula: C11H14N2O
Source: the Open Molecules 2025 dataset
Level of theory: wB97M-V/def2-TZVPD

As for the charge: 0. The HOMO energy is -0.3318 Ha. The gap between HOMO and LUMO is 9.85 eV.

```
28
Properties=species:S:1:pos:R:3:forces:R:3
O -3.5223 -1.2242 -1.5033 -2.1 -1.2 -2.5
N -3.6600 -0.8989 -0.3673 1.6 1.5 0.5
N -2.4939 -1.0642 0.2707 0.2 1.2 3.9
C -2.1053 0.0038 1.2848 -3.1 -0.8 0.1
C -0.8299 0.7538 0.8047 1.1 0.0 0.1
C -0.1556 -0.0392 -0.3531 2.6 0.8 1.0
C 1.4316 0.3613 -0.4359 -1.7 2.7 -0.4
C 1.6947 1.7441 -0.7970 1.3 -1.4 1.1
C 2.7608 2.4934 -0.2993 -0.4 -0.6 1.3
C 3.7344 1.8591 0.5713 -1.1 -1.0 -1.4
C 3.6281 0.4374 0.5959 -1.2 0.2 0.1
C 2.4677 -0.3528 0.1807 0.4 3.1 -0.8
C -0.1227 -1.4481 0.0290 -0.3 -3.1 -1.3
C -1.5149 -2.0036 -0.1823 0.1 0.3 0.8
H -2.1198 -0.4716 2.3383 0.9 0.8 -1.6
H -3.0664 0.6150 1.3116 1.4 -0.3 -0.1
H -0.1384 0.6493 1.6498 0.1 0.5 -0.1
H -0.8259 1.8415 0.4904 -0.8 -1.2 0.7
H -0.8289 0.0218 -1.2038 0.7 0.5 -0.7
H 1.1476 2.3480 -1.4761 -1.5 -0.2 -0.3
H 2.4840 3.5572 -0.4595 1.6 -0.4 0.3
H 4.5760 2.3438 1.1355 -1.1 -0.4 -0.9
H 4.4117 -0.0758 1.1053 0.4 -0.5 0.3
H 2.3395 -1.4140 0.2038 0.6 -0.4 0.7
H 0.4482 -1.9908 -0.7620 0.1 0.2 0.8
H 0.3231 -1.6936 1.0016 -0.3 0.3 -0.1
H -1.7580 -2.0359 -1.1906 0.5 -0.4 -2.2
H -1.6700 -3.0156 0.1659 -0.1 -0.2 0.7
```
Forces are in eV/Å.

***

Entry 2:
Formula: C11H14N2O
Source: the Open Molecules 2025 dataset
Level of theory: wB97M-V/def2-TZVPD

As for the charge: +1. Its spin multiplicity is 2. The HOMO energy (alpha / beta) is -0.4580 / -0.4580 Ha. The expectation value of S² is 0.775. The gap between HOMO and LUMO (alpha / beta) is 8.70 / 5.44 eV.

```
28
Properties=species:S:1:pos:R:3:forces:R:3
C 0.2670 0.5628 2.0085 0.1 0.1 0.9
C 0.5861 1.1817 -0.4346 0.2 0.5 -0.2
C 1.0874 1.0439 0.8750 -1.0 -1.0 -0.3
C 1.6904 1.4758 -1.2618 -0.7 -1.1 -0.2
C 2.4857 1.2469 0.7906 0.7 -0.2 0.5
C -0.7064 0.9892 -0.9986 0.9 0.5 0.9
C -0.8296 1.0363 -2.3666 0.0 0.2 0.3
C 0.2683 1.4412 -3.1453 -1.0 -1.3 -0.2
C 1.5558 1.5179 -2.6211 0.0 1.0 0.5
N 2.8546 1.4390 -0.4685 -0.6 0.9 -0.6
H -1.5176 0.9488 -0.2867 -0.4 -0.6 -0.3
H -1.7753 0.7480 -2.8044 0.0 0.5 -0.2
H 0.0482 1.5449 -4.1989 0.5 0.1 -0.1
H -0.5032 1.3061 2.2198 0.0 0.1 0.2
H 0.8335 0.3798 2.9246 0.1 0.3 -0.1
H 3.2083 1.1957 1.5935 0.0 0.1 0.0
H 3.6856 1.8920 -0.8238 0.4 -0.3 0.5
H 2.4022 1.7087 -3.2252 0.6 0.1 -0.8
H -0.2924 -0.3647 1.8539 0.2 0.0 -0.6
C -2.1317 -2.8945 0.1641 -1.3 0.1 -0.1
C -2.1352 -2.4953 1.6312 1.5 -0.7 -0.6
O -3.0323 -1.8964 2.1539 -0.6 0.4 0.4
N -1.0100 -2.9202 2.3035 -0.6 0.5 -0.2
H -2.1990 -3.9731 0.0570 0.2 -0.2 0.2
H -1.3069 -2.5454 -0.4522 0.2 0.2 0.2
H -0.9698 -2.7339 3.2921 0.3 0.0 0.0
H -0.2025 -3.1556 1.7572 0.1 -0.3 0.3
H -3.0789 -2.5122 -0.2255 0.3 0.1 -0.2
```
Forces are in eV/Å.

***

Entry 3:
Formula: C11H14N2O2
Source: the Open Molecules 2025 dataset
Level of theory: wB97M-V/def2-TZVPD

As for the charge: 0. The HOMO energy is -0.3216 Ha. The gap between HOMO and LUMO is 9.22 eV.

```
29
Properties=species:S:1:pos:R:3:forces:R:3
O 1.3009 2.8026 0.6721 0.8 -0.8 -0.7
C 1.5842 1.7643 0.1200 -1.8 0.4 -0.4
C 0.3834 0.8477 -0.5350 0.2 2.1 -1.2
N -0.0993 -0.0076 0.5004 -1.3 -0.1 0.3
C -1.5164 -0.5885 0.4123 2.6 0.0 -1.0
C -1.5483 -1.9034 1.1980 -2.4 -0.3 -1.6
C -0.9535 -1.9449 2.5494 2.2 1.8 1.5
C 0.5108 -1.3636 2.5040 -2.6 0.4 -1.1
C 0.7696 -0.1901 1.5005 0.2 -3.1 1.5
O 1.8577 0.3762 1.6018 -0.4 -0.1 -0.3
C 0.8584 -0.0208 -1.7588 2.5 0.5 2.4
C 0.8806 0.7020 -3.0358 0.7 -0.9 -1.6
C 0.3389 1.9095 -3.0798 -0.1 1.5 -2.8
C -0.5789 2.3841 -2.0520 -0.5 -0.8 1.4
N -0.6538 1.8494 -0.8868 0.0 -0.2 -0.5
H 2.5476 1.3982 -0.2306 0.6 0.5 -0.1
H -1.6959 -0.6514 -0.6852 0.4 -1.0 0.5
H -2.2625 0.1485 0.5542 -0.5 1.0 1.6
H -1.2547 -2.6941 0.4788 0.5 0.2 0.8
H -2.5927 -2.1332 1.3770 -0.6 0.0 -0.4
H -0.9787 -2.9238 3.0309 0.2 -0.2 -0.5
H -1.3819 -1.2974 3.3580 -0.8 -0.3 -1.3
H 1.1539 -2.1885 2.4751 1.6 -0.8 -1.0
H 0.6446 -0.9834 3.4530 0.7 1.2 2.0
H 0.2649 -0.9227 -1.7088 0.3 -0.6 -0.5
H 2.0197 -0.1965 -1.5069 -2.4 -0.4 -0.4
H 1.3832 0.1801 -3.9484 -0.9 1.2 1.7
H 0.3854 2.5260 -4.0368 0.0 -0.9 1.3
H -1.3671 3.1211 -2.3208 0.7 -0.4 0.2
```
Forces are in eV/Å.

***

Entry 4:
Formula: C11H14N2O3
Source: the Open Molecules 2025 dataset
Level of theory: wB97M-V/def2-TZVPD

As for the charge: 0. The HOMO energy is -0.3372 Ha. The gap between HOMO and LUMO is 9.73 eV.

```
30
Properties=species:S:1:pos:R:3:forces:R:3
N -2.8478 -2.2050 1.4175 0.1 0.2 -0.5
C -2.6617 -0.7739 0.9879 -3.3 -0.5 3.5
C -2.5070 -0.6642 -0.4403 2.6 1.4 -0.2
O -2.9098 -1.5649 -1.0783 -1.4 -2.0 -2.8
N -1.7059 0.3301 -1.1129 -1.2 -1.0 1.5
C -0.5920 0.9909 -0.4689 0.8 0.0 2.5
C 0.6457 1.0949 -1.4677 -1.4 1.9 -0.2
C 1.7355 0.4513 -0.7598 2.6 -1.1 1.4
C 2.1883 0.8659 0.5235 -1.8 3.2 0.6
C 3.1483 0.2548 1.3004 0.0 0.6 -0.9
C 3.6470 -0.9139 0.7324 0.9 -0.3 -0.1
C 3.2917 -1.4386 -0.5095 -1.1 0.8 0.9
C 2.3241 -0.6794 -1.2554 -0.5 -4.1 -0.7
C -1.0592 2.3428 0.2261 3.1 1.3 0.2
O -0.2618 3.0317 0.8898 -2.8 -1.8 -1.9
O -2.3299 2.6306 -0.0812 0.8 0.2 1.4
H -2.7869 -2.7965 0.5828 0.1 0.3 0.4
H -3.7781 -2.4175 1.7853 0.4 0.6 -0.1
H -3.6233 -0.2340 1.3133 1.1 -0.4 -0.7
H -1.9536 -0.3191 1.6340 1.2 0.5 0.1
H -1.4583 -0.2113 -1.9078 0.4 0.3 -1.3
H -0.2401 0.3861 0.5166 -0.6 1.1 -2.5
H 0.4074 0.6479 -2.4521 0.0 -0.3 0.7
H 0.9770 2.1319 -1.8023 -0.9 -0.8 1.0
H 1.6563 1.8008 0.9578 1.0 -1.5 -0.8
H 3.5541 0.7564 2.2300 -0.7 -1.0 -1.1
H 4.3791 -1.4219 1.3017 0.7 -0.8 0.5
H 3.6090 -2.4969 -0.6917 -0.3 1.3 -0.5
H 1.7534 -1.3166 -2.0411 1.3 1.6 0.7
H -2.6014 1.7376 -0.3299 -1.1 0.1 -1.1
```
Forces are in eV/Å.

***

Entry 5:
Formula: C11H14N2O4
Source: the Open Molecules 2025 dataset
Level of theory: wB97M-V/def2-TZVPD

As for the charge: 0. The HOMO energy is -0.3202 Ha. The gap between HOMO and LUMO is 8.96 eV.

```
31
Properties=species:S:1:pos:R:3:forces:R:3
N 0.1191 1.9060 0.4314 0.0 0.3 -3.5
C 0.3822 0.5536 0.7139 0.5 -1.3 -1.8
C -0.4997 -0.2713 -0.2289 3.2 0.4 -1.2
C -1.9268 -0.0902 -0.2317 -2.5 -2.8 -0.4
C -2.6583 -1.2061 0.2773 0.3 0.9 1.1
C -4.0300 -1.2583 0.4453 0.9 -1.4 1.5
C -4.7533 -0.2232 -0.1065 0.7 1.0 -1.0
O -6.0680 -0.0862 0.1667 -1.5 2.3 -4.0
C -4.0990 0.7298 -0.9668 0.7 -1.4 0.8
C -2.6692 0.7596 -1.0315 -1.5 2.8 0.2
C 1.8611 0.1358 0.8560 -1.7 -0.2 -0.2
O 2.5604 0.7230 1.6608 0.9 0.8 0.3
N 2.3205 -0.8562 0.0972 -1.6 -3.7 -1.4
C 3.7142 -1.3720 0.1580 1.0 2.4 3.2
C 4.6209 -0.2333 -0.5214 -0.7 -1.5 -2.2
O 5.3162 -0.5970 -1.4326 0.8 -0.1 0.4
O 4.3530 1.0642 -0.3551 -2.0 -1.4 2.9
H 0.6205 2.5549 0.9925 0.7 0.5 0.2
H 0.3392 1.9516 -0.6146 -0.2 1.1 2.0
H 0.0183 0.3938 1.6177 -1.5 -0.9 4.7
H -0.2353 -1.3239 -0.2978 -0.3 -0.3 0.7
H -0.0801 0.0608 -1.1602 -0.1 0.3 -1.2
H -2.1970 -2.0297 0.8168 0.8 0.3 -0.3
H -4.2796 -2.1087 1.2073 -0.7 1.9 -1.9
H -6.3609 0.5158 -0.6945 0.3 -2.1 3.6
H -4.7469 1.3961 -1.5601 0.6 -0.1 0.4
H -2.2253 1.7127 -1.4987 -0.5 -1.9 0.4
H 1.5418 -1.5377 -0.3235 2.7 2.3 1.1
H 3.8084 -2.2806 -0.3781 0.1 -0.5 -0.8
H 4.1444 -1.6195 1.2815 -1.5 0.9 -2.5
H 3.6297 0.9870 0.4113 2.0 1.4 -1.2
```
Forces are in eV/Å.

***

Entry 6:
Formula: C11H14N3O
Source: the Open Molecules 2025 dataset
Level of theory: wB97M-V/def2-TZVPD

As for the charge: +1. The HOMO energy is -0.4953 Ha. The gap between HOMO and LUMO is 10.68 eV.

```
29
Properties=species:S:1:pos:R:3:forces:R:3
H 1.6387 -3.1245 2.7834 0.3 0.2 0.0
N 0.8795 -2.6695 2.2919 -0.6 -0.7 0.2
C 1.0725 -1.5607 1.7630 0.2 0.1 0.0
N 2.2494 -0.8138 1.7095 -0.5 0.3 -0.5
C 3.3495 -0.7878 2.2075 0.1 0.2 -0.2
O 4.4212 -0.6102 2.5649 0.7 -0.1 0.5
C -0.0698 -0.8369 1.0647 -0.5 -0.4 0.7
C -1.2845 -1.7336 0.9206 0.0 0.2 0.0
N 0.4591 -0.2678 -0.2239 0.2 0.5 0.1
C 0.7054 -1.2738 -1.2734 0.2 -0.6 -0.6
C -0.3096 0.8863 -0.7178 -0.2 0.6 -0.1
C 0.2522 2.1438 -0.5567 0.0 -0.2 0.1
C -0.4263 3.2625 -1.0095 -0.1 -0.1 0.0
C -1.6656 3.1204 -1.6124 0.1 0.0 0.0
C -2.2188 1.8612 -1.7716 0.0 0.0 0.0
C -1.5425 0.7339 -1.3311 0.1 -0.1 0.0
H -0.3316 0.0286 1.6879 0.1 0.0 -0.2
H -1.0875 -2.5763 0.2674 0.0 -0.1 -0.1
H -2.1506 -1.1786 0.5747 0.0 0.0 -0.1
H -1.5096 -2.1402 1.9025 0.0 0.0 0.0
H 1.3839 0.1013 0.0532 -0.2 -0.1 -0.1
H 1.3067 -2.0889 -0.8759 0.0 0.0 0.1
H -0.2309 -1.6728 -1.6544 0.0 0.1 0.1
H 1.2387 -0.8016 -2.0972 0.0 0.1 0.1
H 1.2186 2.2555 -0.0846 0.1 0.0 0.1
H 0.0159 4.2389 -0.8944 0.0 0.1 0.0
H -2.1961 3.9920 -1.9612 -0.1 0.1 0.0
H -3.1808 1.7488 -2.2460 -0.1 0.0 0.0
H -1.9870 -0.2363 -1.4809 0.0 -0.1 0.0
```
Forces are in eV/Å.

***

| no. | molar mass (g mol⁻¹) |
| --- | --- |
| 1 | 190.25 |
| 2 | 190.25 |
| 3 | 206.25 |
| 4 | 222.24 |
| 5 | 238.24 |
| 6 | 204.25 |